# 1
C38H54F5N7O5P2Sb2V | ωB97M-V with the def2-TZVPD basis set

Summary:
Kohn-Sham gap (spin up / spin down): 7.38 / 5.31 eV
LUMO level (spin up / spin down): 0.1536 / -1.9881 eV
Highest occupied orbital energy (spin up / spin down): -7.2309 / -7.2977 eV
Net charge: 0
Multiplicity: 4

Element x y z (Å)
V (0.0936, 0.7109, -0.3016)
O (-0.8118, 3.3915, 2.6791)
C (-0.5229, 2.3130, 2.1541)
N (-0.2485, 2.1997, 0.8502)
C (-0.2695, 3.4954, 0.1998)
C (0.3252, 3.3601, -1.1559)
C (0.4887, 4.4100, -2.0450)
C (1.1750, 4.1878, -3.2311)
C (1.7143, 2.9243, -3.4470)
C (1.4994, 1.9235, -2.5190)
N (0.7780, 2.1200, -1.4119)
C (-0.3764, 1.1134, 3.0352)
C (-0.4113, 1.3422, 4.4112)
C (-0.1685, 0.2902, 5.2715)
C (0.0922, -0.9588, 4.7278)
C (0.0621, -1.0976, 3.3485)
N (-0.1654, -0.0898, 2.5220)
H (0.3232, 4.2216, 0.7866)
H (-1.2842, 3.9095, 0.1834)
H (0.1087, 5.3922, -1.8014)
H (1.3056, 4.9735, -3.9580)
H (2.3044, 2.7233, -4.3268)
H (1.8994, 0.9234, -2.6396)
H (-0.6224, 2.3447, 4.7482)
H (-0.1800, 0.4370, 6.3406)
H (0.3050, -1.8126, 5.3526)
H (0.2326, -2.0612, 2.8737)
C (0.2673, -3.5032, 0.2766)
Sb (-1.1003, -1.8213, 0.1469)
C (-2.1103, -2.3471, -1.7155)
C (-2.5664, -3.0786, 1.2719)
C (-2.6916, -2.8480, 2.7139)
C (-1.9305, -3.5998, 3.6087)
C (-2.0390, -3.4384, 4.9758)
C (-2.9239, -2.5046, 5.4870)
C (-3.6953, -1.7575, 4.6186)
C (-3.6033, -1.9140, 3.2391)
C (-4.4852, -1.1294, 2.3619)
Sb (-3.4560, 0.5429, 1.3328)
C (-5.3051, 0.9072, 0.1924)
C (-3.9758, 1.9115, 2.9616)
H (-0.0706, -4.3100, -0.3703)
H (0.2884, -3.8513, 1.3073)
H (1.2540, -3.1786, -0.0254)
H (-3.1452, -2.6150, -1.5094)
H (-1.5913, -3.1771, -2.1894)
H (-2.0776, -1.4829, -2.3749)
H (-2.2544, -4.0989, 1.0693)
H (-3.4980, -2.8960, 0.7514)
H (-1.2620, -4.3535, 3.2158)
H (-1.4432, -4.0482, 5.6399)
H (-3.0262, -2.3753, 6.5551)
H (-4.4114, -1.0522, 5.0165)
H (-5.2903, -0.6629, 2.9240)
H (-4.9134, -1.7362, 1.5657)
H (-6.0901, 0.2570, 0.5628)
H (-5.1464, 0.6985, -0.8619)
H (-5.6106, 1.9406, 0.3090)
H (-5.0534, 1.9738, 3.0615)
H (-3.5614, 2.8979, 2.7861)
H (-3.5488, 1.5065, 3.8736)
C (4.0854, -0.9870, -3.5571)
N (2.6554, -0.8468, -3.4176)
C (1.9613, -0.6763, -4.6735)
P (1.8771, -1.6213, -2.1000)
O (0.5560, -0.9496, -1.8728)
O (2.8586, -1.6309, -0.9688)
P (3.0956, 0.4149, 0.0190)
O (1.6638, 0.2777, 0.4905)
N (4.0133, -0.3607, 1.2273)
C (5.4398, -0.3110, 1.0267)
C (3.5630, -1.6115, 1.7774)
N (3.6501, 2.0208, 0.5089)
C (3.9413, 2.9994, -0.5051)
C (3.0252, 2.5688, 1.6828)
N (1.6073, -3.2506, -2.5027)
C (2.6698, -4.2027, -2.2847)
C (0.7849, -3.5508, -3.6473)
H (4.5073, -0.0584, -3.9540)
H (4.3700, -1.8043, -4.2344)
H (4.5137, -1.1734, -2.5748)
H (2.3173, 0.2331, -5.1651)
H (0.8992, -0.5742, -4.4731)
H (2.1248, -1.5158, -5.3598)
H (5.6949, 0.6635, 0.6151)
H (5.7857, -1.0938, 0.3418)
H (5.9452, -0.4379, 1.9872)
H (2.4764, -1.6100, 1.8074)
H (3.9550, -1.7061, 2.7948)
H (3.9045, -2.4676, 1.1875)
H (4.2965, 2.4906, -1.4006)
H (4.7336, 3.6618, -0.1371)
H (3.0728, 3.6183, -0.7680)
H (2.7811, 1.7472, 2.3533)
H (2.1128, 3.1294, 1.4541)
H (3.7282, 3.2465, 2.1770)
H (3.2820, -3.8531, -1.4556)
H (3.3053, -4.3336, -3.1693)
H (2.2343, -5.1744, -2.0333)
H (0.0926, -2.7274, -3.8062)
H (0.2158, -4.4659, -3.4528)
H (1.3771, -3.7043, -4.5612)
F (-3.9179, 4.2889, -4.7762)
C (-3.3435, 3.4952, -3.8585)
C (-3.6442, 3.6392, -2.5068)
F (-4.5176, 4.5753, -2.1142)
C (-3.0403, 2.8222, -1.5684)
F (-3.3316, 2.9997, -0.2544)
C (-2.1144, 1.8116, -1.9154)
O (-1.5847, 1.0123, -1.0666)
C (-1.8270, 1.7233, -3.2959)
F (-0.9062, 0.7994, -3.6518)
C (-2.4205, 2.5268, -4.2482)
F (-2.1053, 2.3906, -5.5448)

Forces on atoms 1 to 6 (eV/Å):
V -2.38 -2.02 0.17
O -0.04 -0.03 0.09
C -0.07 0.46 0.30
N 0.01 0.86 0.69
C -0.21 0.36 0.26
C 0.08 -0.03 0.27

***

# 2
C3H8N2O2 | ωB97M-V with the def2-TZVPD basis set

Summary:
Kohn-Sham gap: 9.71 eV
LUMO level: 0.6046 eV
Highest occupied orbital energy: -9.1020 eV
SMILES string: c1c[nH]cn1.O.O
Net charge: 0
Multiplicity: 1

Element x y z (Å)
C (-1.9203, 0.5406, -0.2599)
C (-1.5701, -0.7781, -0.4341)
N (-0.5632, -0.9867, 0.4659)
C (-0.4647, 0.1316, 1.2522)
N (-1.2199, 1.1043, 0.7785)
H (-2.7187, 0.9862, -0.8309)
H (-1.6042, -1.4082, -1.3082)
H (0.2375, -1.5950, 0.4713)
H (0.3984, 0.1049, 1.9011)
O (2.3357, -1.3248, -0.5918)
H (2.6961, -1.9022, -1.2458)
H (2.5102, -0.4332, -0.9453)
O (1.6757, 1.4672, -0.6511)
H (0.8531, 0.9889, -0.6055)
H (2.0104, 1.4085, 0.2482)

Forces on atoms 1 to 6 (eV/Å):
C -0.44 -0.89 0.13
C 1.64 0.42 -0.87
N -0.09 0.52 1.40
C 0.51 -0.48 -1.88
N -0.43 -0.13 0.76
H 0.17 0.59 0.23

***

# 3
C2H6N3OS | ωB97M-V with the def2-TZVPD basis set

Summary:
Kohn-Sham gap: 6.82 eV
LUMO level: -7.0956 eV
Highest occupied orbital energy: -13.9187 eV
Net charge: +1
Multiplicity: 1

Element x y z (Å)
C (0.8774, -0.1109, 0.1555)
C (1.7291, -1.3168, 0.5007)
N (-3.2610, 2.0048, -0.8706)
N (1.2625, 1.0794, 0.3175)
N (-0.4207, -0.4552, -0.2976)
O (-1.5172, 0.4499, -0.2044)
S (-1.9410, 1.6575, -1.1993)
H (1.2614, -2.1141, -0.1386)
H (1.5994, -1.4504, 1.5556)
H (2.8691, -1.0094, 0.2806)
H (-4.1093, 1.6297, -0.4650)
H (2.2902, 1.0035, 0.3417)
H (-0.6399, -1.3681, 0.0239)

Forces on atoms 1 to 6 (eV/Å):
C 0.41 1.26 0.70
C 0.66 0.87 -2.36
N -3.06 0.92 -0.30
N 0.06 -0.08 -1.25
N 1.33 0.82 -0.92
O 0.04 -0.24 0.23

***

# 4
CH8O2S2 | ωB97M-V with the def2-TZVPD basis set

Summary:
Kohn-Sham gap: 9.54 eV
LUMO level: 0.2364 eV
Highest occupied orbital energy: -9.3015 eV
SMILES string: CSS.O.O
Net charge: 0
Multiplicity: 1

Element x y z (Å)
C (0.2160, 0.8285, -1.5413)
S (0.9269, 2.3714, -1.1357)
S (1.3253, 2.2557, 0.8659)
H (-0.6662, 0.8904, -2.1824)
H (-0.3040, 0.2565, -0.7872)
H (0.8490, 0.0426, -1.7259)
H (0.1801, 2.6816, 1.5039)
O (-2.0714, -1.1145, 0.4608)
H (-1.1643, -1.0911, 0.0493)
H (-1.9098, -1.5255, 1.3447)
O (0.6597, -2.0032, 0.7281)
H (1.4713, -1.4669, 0.7725)
H (0.4874, -2.1255, 1.6474)

Forces on atoms 1 to 6 (eV/Å):
C -2.78 -0.61 0.72
S -0.01 0.81 0.43
S -0.14 0.03 0.59
H 0.67 0.38 -0.85
H -0.26 1.01 1.50
H 2.20 -1.33 -1.76

***

| no. | E (eV) |
| --- | --- |
| 1 | -131881.43687 |
| 2 | -10315.55362 |
| 3 | -19512.26060 |
| 4 | -26931.45337 |